Entry 1:
This record from the Open Molecules 2025 dataset describes 8 unconnected molecules or ions with the total composition C57H56F3N3O16S2. The level of theory is wB97M-V/def2-TZVPD.

## Properties
- SMILES = CCCCN(CCCCN(C(=O)OCN)C(F)(F)F)C(=S)SCCC.O=C1C=CC(=O)C=C1.O=C1C=CC(=O)C=C1.O=C1C=CC(=O)C=C1.O=C1C=CC(=O)C=C1.O=C1C=CC(=O)C=C1.O=C1C=CC(=O)C=C1.O=C1C=CC(=O)C=C1
- total charge = 0
- HOMO-LUMO gap (eV) = 6.828
- 2S+1 = 1

Geometry as XYZ:
```
137
Properties=species:S:1:pos:R:3:mulliken_charge:R:1
C 5.05986 -5.86840 0.42175 -1.40
C 4.19751 -5.17585 -0.64623 -0.08
C 4.30505 -3.62332 -0.63605 -0.59
C 2.91534 -3.01878 -0.49036 -0.89
N 2.80216 -1.52114 -0.53436 0.96
C 1.86952 -1.02927 0.49445 -1.60
C 0.45016 -1.50197 0.17577 0.14
C -0.22680 -0.50901 -0.76893 -0.56
C -1.47406 -1.00569 -1.51421 -1.21
N -2.72811 -0.65274 -0.81234 0.26
C -2.93952 -1.51287 0.33456 0.39
O -2.41738 -2.58661 0.45764 -0.52
O -3.80651 -1.01404 1.22455 -0.30
C -3.64534 0.37208 1.65359 -0.51
N -4.88344 0.89183 2.16065 -0.45
C -3.88845 -0.68778 -1.64927 0.70
F -4.38032 -1.92404 -1.84657 -0.28
F -3.61814 -0.17556 -2.85386 -0.28
F -4.88008 0.03778 -1.11434 -0.27
C 4.04090 -0.83078 -0.51414 -0.29
S 4.85729 -0.35095 0.81724 -0.17
S 4.57748 -0.51103 -2.14053 -0.10
C 5.96208 0.62347 -1.96075 -1.13
C 7.33900 -0.01714 -1.67472 -0.23
C 8.07622 0.57446 -0.45250 -1.16
H 5.50761 -6.77938 0.01731 0.32
H 4.43745 -6.19921 1.25587 0.32
H 5.84660 -5.22078 0.80692 0.42
H 3.15725 -5.44974 -0.46207 -0.03
H 4.44768 -5.53006 -1.64732 0.50
H 4.75971 -3.30068 -1.57228 0.19
H 4.94082 -3.34278 0.20424 0.29
H 2.47272 -3.36414 0.44786 0.43
H 2.30986 -3.41736 -1.31136 0.23
H 1.89144 0.06268 0.50560 0.59
H 2.17390 -1.37409 1.49019 0.44
H -0.10687 -1.57594 1.11342 0.32
H 0.45044 -2.49410 -0.27625 0.23
H 0.50105 -0.28198 -1.55535 0.24
H -0.46864 0.42750 -0.25996 0.22
H -1.39680 -2.07629 -1.71560 0.54
H -1.45056 -0.49514 -2.47500 0.55
H -2.89136 0.35489 2.44334 0.31
H -3.31906 0.98159 0.81535 0.40
H -5.44079 1.15817 1.35333 0.26
H -5.40716 0.14020 2.60117 0.25
H 6.00315 1.13145 -2.92597 0.44
H 5.70126 1.36482 -1.20701 0.56
H 7.23484 -1.09405 -1.54313 0.29
H 7.97419 0.14953 -2.54672 0.37
H 7.65415 1.53461 -0.15763 0.24
H 8.03812 -0.11166 0.39340 0.35
H 9.13098 0.73492 -0.69420 0.32
O 7.15926 3.80170 -1.43157 -0.54
C 8.27625 4.25014 -1.57144 0.32
C 8.72633 5.44408 -0.81164 -0.45
C 9.95222 5.93572 -0.96627 -0.48
C 10.92111 5.30900 -1.90119 0.25
O 12.03868 5.76139 -2.03647 -0.57
C 10.47145 4.11459 -2.65919 -0.10
C 9.24505 3.62482 -2.50540 -0.21
H 8.00282 5.88170 -0.13576 0.43
H 10.30399 6.80589 -0.42677 0.43
H 11.19059 3.67738 -3.33956 0.46
H 8.89376 2.75750 -3.04982 0.45
O 1.86362 -7.45794 -0.39004 -0.57
C 1.48593 -7.75467 -1.50326 0.50
C 0.41138 -6.99520 -2.18753 -0.33
C 0.00351 -7.32924 -3.40900 -0.37
C 0.60805 -8.47131 -4.13910 0.33
O 0.24010 -8.77306 -5.25342 -0.55
C 1.68576 -9.23009 -3.45449 -0.37
C 2.09260 -8.89697 -2.23329 -0.42
H -0.01483 -6.16347 -1.64062 0.52
H -0.77735 -6.78802 -3.92577 0.45
H 2.11200 -10.05840 -4.00596 0.41
H 2.87612 -9.43330 -1.71309 0.43
O 0.14342 -3.27464 -4.07159 -0.48
C 0.60574 -2.33883 -4.69018 0.14
C 0.14450 -2.02173 -6.06370 -0.59
C 0.65439 -0.99459 -6.73768 -0.44
C 1.70166 -0.12268 -6.14225 0.14
O 2.16167 0.81330 -6.75766 -0.55
C 2.15955 -0.44142 -4.76486 -0.15
C 1.65080 -1.46920 -4.09133 0.42
H -0.62017 -2.66858 -6.47467 0.45
H 0.33722 -0.74131 -7.74122 0.42
H 2.92228 0.20506 -4.34860 0.47
H 1.96972 -1.71783 -3.08384 0.18
O -6.72936 3.91934 8.32331 -0.59
C -6.63387 3.04208 7.49099 0.32
C -6.07563 3.30894 6.14338 -0.45
C -5.98399 2.34637 5.23032 -0.23
C -6.43598 0.96484 5.52670 0.43
O -6.35425 0.09022 4.69061 -0.57
C -6.98503 0.69336 6.87687 -0.47
C -7.07609 1.65665 7.78665 -0.27
H -5.75548 4.32529 5.95260 0.43
H -5.58245 2.50772 4.23741 0.51
H -7.30907 -0.32157 7.07011 0.46
H -7.47884 1.48294 8.77705 0.41
O -13.97983 4.27214 8.05728 -0.55
C -12.94092 3.90389 7.55530 0.24
C -11.72518 3.68429 8.38252 -0.47
C -10.58402 3.27744 7.83458 -0.18
C -10.48153 3.02702 6.37481 0.48
O -9.44109 2.64316 5.87821 -0.43
C -11.68959 3.25156 5.54747 -0.26
C -12.83178 3.65409 6.09656 -0.35
H -11.82742 3.87450 9.44330 0.43
H -9.68416 3.11485 8.41521 0.32
H -11.59070 3.06049 4.48788 0.38
H -13.72998 3.81425 5.51479 0.42
O 12.61800 9.40766 -7.04062 -0.54
C 12.06409 8.35208 -6.82792 0.31
C 11.84811 7.85709 -5.44450 -0.37
C 11.23973 6.69722 -5.21548 0.17
C 10.75258 5.84858 -6.33024 0.41
O 10.20174 4.78850 -6.11746 -0.53
C 10.96667 6.34120 -7.71386 -0.41
C 11.57351 7.50205 -7.94422 -0.40
H 12.21371 8.48961 -4.64555 0.44
H 11.07540 6.31730 -4.21599 0.09
H 10.60330 5.70443 -8.51030 0.42
H 11.74163 7.88373 -8.94315 0.41
O -12.02690 -4.19562 5.19081 -0.53
C -12.31837 -3.03770 4.99224 0.32
C -13.54158 -2.66918 4.23370 -0.43
C -13.86118 -1.39691 4.01501 -0.42
C -13.01033 -0.29196 4.52208 0.46
O -13.30166 0.86882 4.32525 -0.49
C -11.78612 -0.65845 5.27870 -0.07
C -11.46572 -1.93047 5.49677 -0.52
H -14.14652 -3.49216 3.87540 0.40
H -14.74636 -1.10394 3.46510 0.41
H -11.17588 0.16362 5.63253 0.42
H -10.57840 -2.22316 6.04340 0.44
```

***

Entry 2:
This record from the Open Molecules 2025 dataset describes 2 unconnected molecules or ions with the total composition C57H62F6N5 in a non-equilibrium geometry. The level of theory is wB97M-V/def2-TZVPD.

## Properties
- total charge = +1
- HOMO-LUMO gap (eV) = 4.300
- energy above the lowest of the compared OMol25 structures with the same formula, charge and spin (kcal/mol) = 0.00
- 2S+1 = 1

Geometry as XYZ:
```
130
Properties=species:S:1:pos:R:3:mulliken_charge:R:1
C -4.40650 0.27421 -2.70910 -1.84
C -4.00569 -0.49700 -1.44734 1.48
C -4.09320 -1.99487 -1.73985 -1.40
C -4.83307 -0.12848 -0.21254 0.08
C -6.19270 0.13030 -0.36635 -0.44
C -7.02253 0.24151 0.74385 -1.41
C -6.50776 0.05566 2.02137 -0.48
C -5.14749 -0.14928 2.22040 0.48
C -4.61541 -0.30056 3.64827 1.93
C -5.35599 -1.37625 4.44151 -1.62
C -4.60478 1.04332 4.36953 -1.46
C -4.29984 -0.16470 1.10204 -1.29
N -2.89050 -0.41466 1.33315 1.82
N -2.53803 -1.64277 1.77357 -0.29
N -1.18883 -1.68892 1.70363 1.57
C -0.48116 -2.77234 2.32767 -1.60
C 0.41210 -2.52072 3.39330 0.59
C 0.62109 -1.16189 4.08034 1.88
C 2.11126 -0.82102 4.21627 -1.66
C -0.09035 -1.12468 5.43460 -1.60
C 1.10136 -3.59584 3.95294 -0.26
C 0.87456 -4.89111 3.51375 -1.72
C -0.06278 -5.13086 2.51556 -0.52
C -0.74550 -4.08678 1.89744 0.95
C -1.77557 -4.41350 0.81566 0.92
C -3.17335 -4.49921 1.42993 -1.02
C -1.44306 -5.69056 0.03130 -1.80
C -0.67758 -0.47834 1.27220 -1.32
C 0.73267 -0.35911 0.99052 1.19
C 1.51486 -1.46280 0.56662 -0.75
C 2.86739 -1.31984 0.33254 -0.11
C 3.61514 -2.53184 -0.15067 0.89
F 4.76256 -2.22461 -0.81678 -0.28
F 3.96369 -3.35707 0.89469 -0.27
F 2.84555 -3.28976 -0.99883 -0.26
C 3.52479 -0.11032 0.53897 -1.38
C 2.76781 0.96500 0.99748 0.51
C 3.40460 2.29526 1.28658 0.80
F 3.24297 3.16754 0.23081 -0.24
F 2.81460 2.89654 2.38349 -0.25
F 4.73341 2.21371 1.55182 -0.29
C 1.39637 0.87436 1.16110 0.81
C -1.75082 0.41270 1.16881 1.11
C -1.81143 1.78971 1.04934 -1.81
H -4.43913 1.35241 -2.52716 0.40
H -3.67267 0.08529 -3.50089 0.46
H -5.38474 -0.04883 -3.08582 0.35
H -2.96476 -0.24375 -1.21249 -0.15
H -3.76273 -2.59322 -0.88260 0.18
H -5.12908 -2.28089 -1.97289 0.33
H -3.46905 -2.26040 -2.60226 0.42
H -6.61752 0.23970 -1.36394 0.29
H -8.08045 0.45987 0.61764 0.40
H -7.15863 0.08741 2.89285 0.34
H -3.57902 -0.63439 3.55602 -0.63
H -5.27778 -2.34310 3.93220 0.35
H -4.91857 -1.49183 5.43972 0.44
H -6.41843 -1.13349 4.55850 0.33
H -4.09977 1.79754 3.75377 0.36
H -5.62601 1.39449 4.56862 0.31
H -4.07305 0.97461 5.32686 0.42
H 0.17160 -0.38952 3.45024 -0.32
H 2.68712 -1.22707 3.37548 0.31
H 2.26836 0.26737 4.22660 0.24
H 2.52988 -1.22887 5.14832 0.53
H -1.12601 -1.46983 5.32795 0.37
H 0.41782 -1.78385 6.15143 0.38
H -0.11471 -0.10900 5.85361 0.42
H 1.81576 -3.40628 4.75677 0.44
H 1.42574 -5.72105 3.95220 0.39
H -0.25689 -6.15572 2.19939 0.26
H -1.77340 -3.58686 0.09148 0.07
H -3.49898 -3.49482 1.71865 -0.03
H -3.91088 -4.91893 0.73361 0.41
H -3.15631 -5.11848 2.33647 0.34
H -0.42133 -5.65010 -0.36074 0.39
H -1.54532 -6.58883 0.65206 0.40
H -2.12380 -5.80181 -0.82152 0.42
H 1.04321 -2.42502 0.40337 0.76
H 4.58316 -0.00529 0.33776 0.57
H 0.80887 1.72430 1.49494 -1.21
H -0.90295 2.32523 0.83832 0.38
H -2.78879 2.25727 1.10733 0.31
C 0.81247 7.47933 -2.90264 -0.88
N 0.22634 6.99596 -1.66027 0.21
C 0.77392 6.07386 -0.81653 -0.83
C -0.10473 5.86452 0.28245 0.06
C 0.02206 4.98124 1.37172 -0.04
C -0.24600 5.30594 2.73417 1.04
C -0.64153 6.59836 3.19183 -1.11
C -1.13526 6.80003 4.46850 0.46
C -1.24124 5.68822 5.35456 0.37
N -1.95350 5.79123 6.51013 0.02
C -2.42776 7.04717 7.03418 -0.51
C -2.77646 8.03484 5.94134 -0.89
C -1.65470 8.13348 4.90461 -0.91
C -1.96274 4.74764 7.50668 -0.74
C -1.88601 3.37253 6.87814 -0.67
C -0.66796 3.30607 5.96091 -0.24
C -0.62312 4.45238 5.00073 0.09
C -0.06375 4.31826 3.74623 -0.50
C -1.24303 6.74072 0.05524 0.60
C -2.47784 6.85609 0.67277 0.02
C -3.46426 7.64733 0.07255 -1.03
C -3.22251 8.31200 -1.13954 -0.70
C -1.97344 8.21507 -1.77346 -0.91
C -1.01030 7.42334 -1.15989 -0.04
H 0.05098 8.04083 -3.45252 0.28
H 1.67156 8.14653 -2.73294 0.31
H 1.15734 6.63181 -3.50766 0.35
H 1.75229 5.62778 -0.98004 0.68
H 0.50296 4.02454 1.16808 0.25
H -0.59232 7.45311 2.51580 0.81
H -3.31230 6.82526 7.64600 0.39
H -1.65414 7.46744 7.70099 0.28
H -3.70300 7.71615 5.44961 0.32
H -2.96032 9.00909 6.40439 0.38
H -0.83394 8.71527 5.35124 0.30
H -2.01067 8.70175 4.03729 0.40
H -1.11128 4.90038 8.19415 0.24
H -2.88725 4.86038 8.08705 0.47
H -1.81588 2.62250 7.67197 0.39
H -2.80298 3.18202 6.30444 0.18
H 0.23380 3.31274 6.59296 0.31
H -0.66290 2.36284 5.40158 -0.21
H 0.49466 3.41689 3.48569 0.37
H -2.64085 6.33726 1.61257 0.49
H -4.42626 7.75756 0.56598 0.42
H -4.02442 8.87581 -1.61186 0.39
H -1.76087 8.69006 -2.72992 0.27
```